(1)
{
  "formula": "C16H18IrNO9Si",
  "method": "ωB97M-V with the def2-TZVPD basis set",
  "elements": ["Ir", "O", "C", "O", "C", "O", "C", "C", "O", "O", "H", "H", "H", "H", "H", "O", "C", "O", "C", "C", "C", "C", "C", "C", "N", "O", "O", "H", "H", "H", "H", "C", "Si", "C", "C", "C", "C", "H", "H", "H", "H", "H", "H", "H", "H", "H"],
  "xyz": [[0.8671, 2.2479, 0.2508], [5.0979, 0.9144, 0.4481], [3.9420, 1.3869, 0.0549], [3.0178, 1.6174, 0.8080], [3.9525, 1.5968, -1.4399], [2.6816, 2.0575, -1.8842], [2.6483, 2.9181, -2.8840], [1.9571, 5.1964, -1.1313], [2.2163, 5.8886, -2.0051], [1.6928, 4.4956, -0.2293], [5.1062, 0.7633, 1.4094], [4.1668, 0.6426, -1.9245], [4.7433, 2.3015, -1.7060], [1.6709, 3.1192, -3.2926], [3.5650, 3.2988, -3.3188], [-2.1005, 2.0389, -2.5250], [-1.2205, 1.5271, -1.8956], [-0.2527, 2.2922, -1.3582], [-1.1712, 0.0175, -1.7563], [-0.1494, -0.6916, -1.1328], [-0.2035, -2.0753, -1.0279], [-1.2799, -2.7694, -1.5533], [-2.2798, -2.0510, -2.1818], [-2.2464, -0.6774, -2.2998], [-3.4327, -2.7822, -2.7518], [-3.4470, -3.9852, -2.6057], [-4.2783, -2.1315, -3.3212], [0.6955, -0.1693, -0.7115], [0.5971, -2.6111, -0.5356], [-1.3522, -3.8453, -1.4873], [-3.0440, -0.1510, -2.8024], [-1.8257, -0.5891, 4.7621], [-1.3997, -1.1869, 3.0496], [-0.2710, -2.6792, 3.1423], [-2.8643, -1.6266, 1.9808], [-0.4879, 0.1838, 2.1793], [0.0785, 1.0725, 1.5507], [-2.3608, -1.3663, 5.3095], [-2.4583, 0.2992, 4.7280], [-0.9206, -0.3398, 5.3176], [-0.7595, -3.4591, 3.7290], [0.6796, -2.4369, 3.6199], [-0.0703, -3.0774, 2.1462], [-3.4921, -2.3630, 2.4854], [-2.5272, -2.0570, 1.0354], [-3.4807, -0.7548, 1.7549]],
  "forces_ev_per_a": [[-0.050, -0.160, 0.448], [0.146, -0.034, -0.214], [-0.455, 0.076, 0.776], [-0.189, 0.186, -0.220], [0.919, -0.222, 0.222], [-0.584, 2.176, -2.923], [0.037, -2.445, 2.000], [-0.545, -0.263, 1.218], [0.255, 0.275, -0.748], [0.417, 0.383, -0.783], [-0.063, 0.022, 0.018], [-0.161, -0.005, -0.042], [-0.015, 0.016, 0.045], [-0.384, 0.067, 0.150], [0.172, 0.152, 0.186], [0.021, 0.332, -0.165], [-0.271, -0.747, 0.101], [0.621, 0.244, 0.706], [0.158, 0.281, 0.155], [0.045, -0.078, -0.107], [0.004, 0.082, -0.092], [0.037, -0.101, 0.035], [0.023, 0.109, -0.021], [-0.094, -0.029, 0.011], [0.096, 0.005, 0.064], [-0.026, -0.085, -0.008], [-0.080, 0.042, -0.058], [-0.030, 0.013, 0.024], [-0.015, -0.010, 0.008], [-0.025, 0.006, 0.000], [-0.008, 0.007, 0.031], [-0.110, 0.019, -0.116], [0.214, -0.031, -0.048], [-0.016, 0.195, 0.007], [-0.054, 0.173, 0.082], [0.257, 0.363, -0.040], [-0.266, -0.828, -0.777], [-0.011, -0.011, 0.044], [0.004, -0.008, 0.010], [0.007, -0.010, -0.001], [0.023, -0.061, -0.003], [-0.003, -0.030, 0.011], [0.014, -0.018, 0.005], [-0.019, -0.037, -0.016], [0.012, 0.006, 0.011], [-0.009, -0.014, 0.013]],
  "homo_energy_ha": [-0.411, -0.411],
  "multiplicity": 2,
  "gap_ev": [3.740, 4.021],
  "relative_energy_kj_mol": 209.3,
  "energy_ha": -1745.72326,
  "total_charge": 1
}

***

(2)
{
  "formula": "C5H7N2O2",
  "method": "ωB97M-V with the def2-TZVPD basis set",
  "elements": ["C", "C", "C", "C", "C", "N", "N", "O", "O", "H", "H", "H", "H", "H", "H", "H"],
  "xyz": [[1.7895, -0.9187, -0.0244], [1.0908, 0.4447, 0.2127], [-1.0093, -0.1643, -1.3032], [-1.1541, -0.0768, 1.2294], [-0.5532, 0.5192, -0.0365], [1.9703, 1.4659, -0.3628], [1.7865, 1.4675, 0.8707], [1.2074, -1.9735, 0.2297], [2.9117, -0.6965, -0.5213], [-0.7419, -1.2163, -1.2828], [-0.5556, 0.3028, -2.1753], [-2.0955, -0.0717, -1.3830], [-0.9138, -1.1368, 1.2654], [-2.2361, 0.0627, 1.2673], [-0.7141, 0.3984, 2.1059], [-0.7825, 1.5932, -0.0918]],
  "forces_ev_per_a": [[0.557, 1.010, 0.041], [-3.080, -1.593, -2.291], [0.079, 0.082, 0.071], [-0.140, 0.076, -0.136], [2.812, 0.449, 1.242], [-0.749, 0.732, 1.309], [0.850, 1.057, -0.339], [-0.607, -0.725, 0.209], [0.409, -0.675, -0.024], [0.062, -0.148, -0.012], [0.028, -0.018, -0.132], [-0.055, -0.043, -0.091], [-0.004, -0.092, 0.031], [-0.137, -0.041, 0.007], [-0.045, 0.025, 0.096], [0.020, -0.096, 0.019]],
  "homo_energy_ha": -0.163,
  "gap_ev": 8.407,
  "relative_energy_kj_mol": 243.4,
  "energy_ha": -454.71013,
  "total_charge": -1
}